Entry 1:
Computed, not measured: C14H11N3O3 in the gas phase in a non-equilibrium geometry, with ωB97M-V with the def2-TZVPD basis set.

Values from the calculation:
Lowest unoccupied orbital energy   0.0 eV
Energy relative to the best compared isomer or geometry (same formula, charge and spin)   2.812 eV
Total charge   0
SMILES   Cn1cnc([N+](=O)[O-])c1Oc1cccc2ccccc12
Orbital gap   8.6 eV
DFT total energy   -929.9851 a.u.

Last column: Mulliken charge in e.
Positions of all 31 atoms, in Å:
C (-0.999, -1.860, 0.941)  -0.784
N (-1.499, -1.550, -0.372)  0.236
C (-1.877, -2.467, -1.318)  -0.083
N (-2.327, -1.917, -2.396)  -0.643
C (-2.251, -0.573, -2.189)  0.237
N (-2.639, 0.370, -3.163)  1.054
O (-3.059, -0.038, -4.222)  -0.612
O (-2.510, 1.547, -2.871)  -0.614
C (-1.724, -0.320, -0.925)  -0.021
O (-1.572, 0.854, -0.324)  -0.498
C (-0.541, 1.079, 0.578)  0.240
C (-0.871, 1.717, 1.747)  -0.552
C (0.114, 2.001, 2.701)  -0.582
C (1.410, 1.630, 2.482)  -0.930
C (1.787, 1.002, 1.277)  0.830
C (3.127, 0.641, 1.022)  -0.893
C (3.489, 0.071, -0.166)  -0.553
C (2.528, -0.148, -1.163)  -0.756
C (1.218, 0.175, -0.946)  -0.160
C (0.805, 0.736, 0.282)  0.791
H (-1.464, -1.216, 1.687)  0.320
H (-1.244, -2.897, 1.164)  0.363
H (0.085, -1.731, 0.989)  0.282
H (-1.799, -3.522, -1.156)  0.389
H (-1.900, 1.993, 1.918)  0.471
H (-0.169, 2.502, 3.614)  0.409
H (2.172, 1.827, 3.222)  0.395
H (3.865, 0.836, 1.786)  0.399
H (4.518, -0.198, -0.352)  0.397
H (2.829, -0.569, -2.110)  0.442
H (0.497, 0.026, -1.736)  0.426


Entry 2:
Computed, not measured: 2 unconnected molecules or ions with the total composition C5H11FN in a non-equilibrium geometry, with ωB97M-V with the def2-TZVPD basis set.

Values from the calculation:
Lowest unoccupied orbital energy   -6.8 eV
Energy relative to the best compared isomer or geometry (same formula, charge and spin)   6.320 eV
Total charge   +1
Orbital gap   8.3 eV
DFT total energy   -351.2635 a.u.

Last column: Mulliken charge in e.
Positions of all 18 atoms, in Å:
C (1.332, 0.213, 0.706)  -0.242
C (1.267, -0.190, -0.784)  -0.644
C (-0.063, -0.161, 1.273)  -0.773
C (0.121, -1.232, -0.774)  -0.585
C (-1.614, 1.530, -0.550)  -0.330
N (-0.792, -0.630, 0.140)  0.311
F (-2.023, -1.306, 0.289)  -0.203
H (2.225, -0.288, 1.213)  0.312
H (1.460, 1.326, 0.817)  0.243
H (0.866, 0.654, -1.221)  0.196
H (2.074, -0.647, -1.248)  0.416
H (0.206, -0.870, 2.055)  0.371
H (-0.434, 0.748, 1.759)  0.268
H (-0.321, -1.515, -1.695)  0.415
H (0.644, -2.149, -0.301)  0.309
H (-1.177, 1.496, -1.559)  0.349
H (-2.466, 0.999, -0.486)  0.296
H (-1.304, 2.021, 0.366)  0.291


Entry 3:
Computed, not measured: a molecular structure, C4H6HgLiO in a non-equilibrium geometry, with ωB97M-V with the def2-TZVPD basis set.

Values from the calculation:
2S+1   2
Lowest unoccupied orbital energy (alpha / beta)   -10.7 / -11.1 eV
Energy relative to the best compared isomer or geometry (same formula, charge and spin)   0.271 eV
Total charge   +2
Expectation value of S²   1.14
Orbital gap (alpha / beta)   5.9 / 5.3 eV
DFT total energy   -391.3075 a.u.

Last column: Mulliken charge in e.
Positions of all 13 atoms, in Å:
C (0.009, 2.033, 0.120)  -1.097
C (0.396, 0.808, 0.661)  -0.558
H (0.157, 2.974, 0.659)  0.339
H (-0.643, 2.069, -0.759)  0.395
H (1.138, 0.800, 1.468)  0.476
H (0.354, -0.086, 0.029)  0.444
Li (2.083, 1.885, -1.039)  0.953
O (-0.785, 0.901, 4.005)  -0.483
C (-1.407, 0.087, 3.172)  0.114
C (-1.218, -0.031, 1.855)  -0.322
Hg (-0.093, 2.511, 4.140)  1.015
H (-1.768, -0.682, 1.177)  0.389
H (-2.127, -0.604, 3.645)  0.335


Entry 4:
Computed, not measured: 9 unconnected molecules or ions with the total composition C36H63N9O13 in a non-equilibrium geometry, with ωB97M-V with the def2-TZVPD basis set.

Values from the calculation:
Lowest unoccupied orbital energy   -5.0 eV
Energy relative to the best compared isomer or geometry (same formula, charge and spin)   0.038 eV
Total charge   0
Orbital gap   3.8 eV
DFT total energy   -2879.3066 a.u.

Last column: Mulliken charge in e.
Positions of all 121 atoms, in Å:
C (-0.064, -5.080, -4.490)  -1.220
C (-0.280, -5.606, -3.084)  1.304
C (0.948, -5.931, -2.250)  -1.742
C (1.655, -4.670, -1.753)  -0.287
C (0.761, -3.981, -0.774)  -0.760
C (-0.596, -3.575, -1.449)  1.400
N (-1.193, -4.599, -2.308)  0.979
O (-2.464, -4.484, -2.608)  -0.365
C (-0.467, -2.226, -2.324)  -1.416
C (-1.463, -3.260, -0.322)  -1.187
C (-1.287, -6.823, -3.225)  -2.424
H (-0.905, -5.115, -5.293)  0.328
H (0.610, -5.769, -4.988)  0.447
H (0.346, -3.950, -4.400)  0.242
H (1.649, -6.393, -2.761)  0.622
H (0.610, -6.598, -1.532)  0.468
H (1.853, -3.917, -2.552)  0.279
H (2.605, -4.947, -1.271)  0.486
H (1.272, -2.943, -0.431)  -0.114
H (0.647, -4.664, 0.073)  0.444
H (-0.075, -1.186, -1.774)  0.033
H (-1.432, -1.958, -2.799)  0.272
H (0.104, -2.536, -3.099)  0.499
H (-1.756, -4.251, 0.266)  0.420
H (-2.393, -2.577, -0.725)  0.095
H (-0.960, -2.625, 0.433)  0.205
H (-1.911, -6.561, -3.823)  0.733
H (-1.414, -6.977, -2.318)  0.889
H (-0.861, -7.865, -3.745)  0.237
N (0.402, 0.390, 0.541)  0.631
O (-0.852, 0.648, 0.462)  -0.362
O (0.816, -0.365, 1.382)  -0.539
O (1.104, 1.148, -0.117)  -0.525
C (-3.583, 1.976, 3.861)  -0.630
C (-4.456, 1.357, 5.073)  -0.616
C (-4.795, -0.174, 5.063)  -0.406
C (-3.989, -1.079, 4.128)  0.002
C (-3.087, -0.399, 3.100)  -0.395
C (-2.959, 1.115, 3.006)  -0.864
N (-4.244, -2.571, 4.057)  0.900
O (-3.565, -3.337, 3.401)  -0.575
O (-5.246, -3.057, 4.636)  -0.559
H (-3.292, 3.037, 4.009)  0.461
H (-4.908, 1.939, 5.807)  0.517
H (-5.605, -0.712, 5.774)  0.279
H (-2.497, -0.956, 2.433)  0.611
H (-2.319, 1.452, 2.329)  1.221
C (-0.237, 2.328, 5.347)  -0.312
C (0.221, 3.622, 6.080)  -0.788
C (1.103, 4.603, 5.247)  -0.662
C (1.635, 4.091, 3.956)  0.306
C (1.247, 2.641, 3.359)  -0.560
C (0.181, 1.913, 4.164)  -0.465
N (2.595, 4.837, 3.143)  0.917
O (3.543, 5.514, 3.794)  -0.568
O (2.784, 4.545, 1.958)  -0.497
H (-0.851, 1.599, 5.792)  0.439
H (-0.183, 4.213, 6.926)  0.329
H (1.532, 5.505, 5.786)  0.380
H (1.751, 2.457, 2.422)  0.700
H (-0.119, 1.050, 3.662)  0.724
C (-1.163, 6.579, 2.199)  0.030
O (-2.133, 6.208, 2.819)  -0.581
N (-0.494, 5.814, 1.362)  0.261
C (0.736, 6.397, 0.716)  -1.369
C (-0.732, 4.416, 1.130)  -1.015
H (-0.686, 7.576, 2.248)  0.339
H (1.454, 5.477, 0.335)  0.161
H (1.487, 6.957, 1.249)  0.469
H (0.569, 6.769, -0.115)  0.724
H (-1.062, 4.497, 0.203)  0.944
H (-1.453, 4.019, 2.095)  -0.114
H (-0.042, 3.643, 1.072)  0.131
C (-4.815, 2.537, -2.885)  0.122
O (-4.847, 3.344, -1.970)  -0.540
N (-4.203, 1.320, -2.762)  0.330
C (-4.070, 0.390, -3.913)  -0.693
C (-3.712, 0.771, -1.484)  -2.107
H (-5.153, 2.638, -4.080)  0.204
H (-3.155, -0.358, -3.617)  -0.103
H (-3.865, 1.060, -4.669)  0.571
H (-4.984, -0.338, -3.892)  0.259
H (-2.693, 0.540, -1.467)  0.654
H (-4.134, -0.186, -1.364)  0.542
H (-3.555, 1.262, -0.591)  0.786
C (4.817, -1.854, -3.129)  -0.011
O (5.171, -2.969, -2.753)  -0.576
N (4.052, -1.007, -2.512)  0.371
C (3.326, 0.173, -3.063)  -0.467
C (3.786, -1.133, -1.148)  -0.736
H (5.097, -1.558, -4.189)  0.265
H (3.939, 0.577, -4.009)  0.305
H (3.144, 1.134, -2.228)  0.126
H (2.218, -0.272, -3.312)  0.096
H (2.986, -0.505, -0.764)  -0.045
H (4.514, -0.850, -0.556)  0.700
H (3.560, -2.241, -0.866)  -0.061
C (4.852, -4.323, 2.295)  0.072
O (5.979, -4.534, 2.007)  -0.566
N (4.439, -3.085, 2.661)  0.174
C (3.070, -2.810, 2.868)  -1.165
C (5.379, -2.005, 2.719)  -0.954
H (4.107, -5.127, 2.297)  0.356
H (2.450, -3.678, 3.008)  0.368
H (2.527, -2.270, 2.088)  0.429
H (2.842, -2.224, 3.797)  0.332
H (6.396, -2.237, 3.255)  0.260
H (4.956, -1.047, 3.011)  0.399
H (5.602, -1.877, 1.754)  0.321
C (0.966, 3.533, -2.430)  0.051
O (2.179, 3.773, -2.798)  -0.718
N (-0.122, 3.895, -3.247)  0.296
C (-1.455, 3.421, -2.922)  -1.019
C (0.089, 4.599, -4.487)  -1.154
H (0.792, 2.984, -1.544)  0.490
H (-1.941, 3.293, -3.984)  0.345
H (-1.857, 3.897, -2.105)  0.283
H (-1.350, 2.350, -2.814)  0.337
H (0.176, 3.947, -5.398)  0.355
H (1.043, 5.150, -4.551)  0.321
H (-0.635, 5.284, -4.767)  0.451